# 1
A structure of composition C17H18O6PtS6 in a non-equilibrium geometry, computed with wB97M-V/def2-TZVPD.

HOMO ... -8.733 eV
HOMO-LUMO gap ... 7.106 eV
LUMO ... -0.060 Eh

Last column: Löwdin charge in e.
Atoms and positions in Å:
Pt  -2.03  -0.43  2.68  0.98
O  -4.45  1.94  2.86  -0.28
S  -3.04  2.02  3.02  0.38
O  -2.45  3.26  3.39  -0.26
O  -2.55  0.87  4.02  -0.51
O  -2.31  1.38  1.78  -0.49
S  -0.26  -3.32  5.74  0.60
C  -0.95  -2.33  4.66  -1.76
S  -0.29  -0.87  4.01  0.64
S  -2.46  -2.36  3.83  0.63
O  0.05  -0.18  1.02  -0.63
S  1.43  0.37  1.25  0.99
C  2.51  -0.92  0.59  -0.31
C  1.90  -1.61  -0.64  -0.22
C  1.21  -2.95  -0.37  -0.21
C  -0.03  -2.93  0.52  -0.30
S  -1.63  -2.40  -0.17  1.08
O  -2.36  -1.78  1.03  -0.69
C  -1.31  -1.19  -1.42  -0.40
C  -1.72  0.13  -1.26  -0.06
C  -1.52  1.01  -2.31  -0.05
C  -0.93  0.59  -3.49  -0.07
C  -0.56  -0.74  -3.65  -0.07
C  -0.77  -1.64  -2.62  -0.11
C  1.58  1.68  0.04  -0.36
C  2.45  1.69  -1.04  -0.07
C  2.44  2.77  -1.91  -0.07
C  1.55  3.82  -1.70  -0.07
C  0.68  3.80  -0.62  -0.06
C  0.69  2.72  0.25  -0.07
H  2.62  -1.61  1.44  0.10
H  3.49  -0.48  0.41  0.09
H  2.71  -1.79  -1.36  0.12
H  1.21  -0.92  -1.12  0.08
H  1.91  -3.61  0.14  0.12
H  1.00  -3.43  -1.32  0.10
H  0.09  -2.30  1.39  0.05
H  -0.27  -3.94  0.85  0.10
H  -2.17  0.47  -0.34  0.09
H  -1.83  2.04  -2.20  0.11
H  -0.77  1.29  -4.30  0.11
H  -0.13  -1.09  -4.58  0.11
H  -0.52  -2.69  -2.75  0.11
H  3.15  0.88  -1.22  0.10
H  3.11  2.79  -2.75  0.11
H  1.54  4.66  -2.39  0.11
H  -0.01  4.61  -0.46  0.11
H  0.00  2.69  1.09  0.11

=====

# 2
A cluster of 2 separate species, ClHN6 in total in a non-equilibrium geometry, computed with wB97M-V/def2-TZVPD.

HOMO ... -9.718 eV
HOMO-LUMO gap ... 9.117 eV
LUMO ... -0.022 Eh

Last column: Löwdin charge in e.
Atoms and positions in Å:
N  1.23  0.49  0.26  -0.36
N  -1.42  0.89  -0.46  0.21
N  1.26  -0.28  1.09  0.16
N  -1.49  -0.22  -0.21  -0.32
N  1.20  1.18  -0.64  0.10
N  -1.57  -1.42  -0.17  -0.39
Cl  -1.12  -2.37  1.23  0.50
H  1.90  1.73  -1.10  0.10

=====

# 3
A cluster of 3 separate species, C20H40FN2O6P in total, computed with wB97M-V/def2-TZVPD.

HOMO ... -9.647 eV
SMILES ... CCOC[C@](C#N)(C[C@H](C)F)[C@](C#N)(CC)P(=O)(O)O.CCOCC.CCOCC
HOMO-LUMO gap ... 9.890 eV
LUMO ... 0.009 Eh

Last column: Löwdin charge in e.
Atoms and positions in Å:
C  0.72  3.01  0.62  -0.05
C  0.63  1.72  1.44  -0.24
O  1.52  0.77  0.88  -0.16
C  1.27  -0.58  1.21  -0.15
C  1.06  -1.44  -0.09  -0.31
C  0.64  -0.48  -1.13  -0.17
N  0.29  0.21  -1.97  0.24
C  -0.12  -2.44  0.09  -0.06
C  -0.89  -2.82  -1.18  -0.36
C  -2.27  -2.20  -1.28  -0.02
F  -1.04  -4.22  -1.18  -0.04
C  2.39  -2.16  -0.52  -0.35
C  3.49  -1.19  -0.48  -0.23
N  4.35  -0.43  -0.44  0.23
C  2.38  -2.87  -1.90  -0.20
C  2.55  -1.96  -3.12  -0.07
P  2.83  -3.54  0.68  0.48
O  2.42  -4.85  0.17  -0.23
O  4.39  -3.39  0.97  -0.10
O  2.22  -3.15  2.09  -0.10
H  1.46  2.88  -0.16  0.08
H  -0.23  3.21  0.12  0.07
H  1.01  3.86  1.24  0.07
H  -0.39  1.35  1.43  0.12
H  0.94  1.92  2.47  0.10
H  2.11  -0.95  1.78  0.11
H  0.39  -0.66  1.84  0.13
H  0.21  -3.37  0.55  0.11
H  -0.83  -1.99  0.78  0.12
H  -0.34  -2.58  -2.09  0.12
H  -2.86  -2.82  -1.94  0.08
H  -2.24  -1.21  -1.72  0.07
H  -2.75  -2.17  -0.30  0.08
H  3.20  -3.59  -1.90  0.11
H  1.49  -3.47  -2.00  0.11
H  2.75  -2.59  -3.98  0.08
H  3.39  -1.27  -3.02  0.07
H  1.64  -1.41  -3.34  0.05
H  4.90  -3.36  0.15  0.10
H  2.76  -3.51  2.80  0.11
C  0.66  1.83  5.86  -0.08
C  1.50  3.00  5.38  -0.29
O  0.77  4.19  5.15  -0.16
C  0.09  4.73  6.27  -0.28
C  1.01  5.11  7.42  -0.08
H  -0.14  1.62  5.15  0.08
H  1.28  0.94  5.95  0.08
H  0.20  2.02  6.83  0.07
H  1.95  2.75  4.41  0.10
H  2.34  3.18  6.07  0.11
H  -0.69  4.05  6.61  0.11
H  -0.40  5.62  5.89  0.12
H  1.51  4.24  7.85  0.07
H  0.42  5.57  8.22  0.08
H  1.77  5.81  7.09  0.08
C  -4.37  -1.77  -5.90  -0.08
C  -4.83  -0.69  -4.93  -0.28
O  -3.78  -0.10  -4.18  -0.17
C  -2.77  0.56  -4.93  -0.28
C  -3.28  1.71  -5.78  -0.08
H  -3.82  -2.55  -5.37  0.08
H  -5.23  -2.22  -6.39  0.08
H  -3.72  -1.37  -6.67  0.07
H  -5.49  -1.14  -4.18  0.12
H  -5.41  0.07  -5.45  0.11
H  -2.22  -0.16  -5.54  0.11
H  -2.07  0.94  -4.18  0.11
H  -3.97  1.37  -6.56  0.07
H  -2.44  2.20  -6.28  0.08
H  -3.79  2.44  -5.17  0.08

=====

# 4
A structure of composition C12H11NO4Pd in a non-equilibrium geometry, computed with wB97M-V/def2-TZVPD.

Net charge ... +2
Multiplicity ... 3
HOMO (spin up / spin down) ... -15.612 / -17.564 eV
HOMO-LUMO gap (spin up / spin down) ... 8.277 / 5.726 eV
Expectation value of S² ... 2.02
LUMO (spin up / spin down) ... -0.270 / -0.435 Eh

Last column: Löwdin charge in e.
Atoms and positions in Å:
Pd  1.48  0.40  -0.19  0.59
O  0.22  -1.94  -1.87  0.20
C  0.48  -0.99  -1.27  -0.11
C  0.39  1.25  1.28  -0.11
O  -0.11  1.98  2.03  0.20
C  0.64  1.75  -1.52  -0.06
O  -0.09  2.35  -2.17  0.19
C  1.82  -1.07  1.22  -0.07
O  1.56  -1.97  1.89  0.19
C  3.53  0.40  -1.05  -0.14
H  4.01  -0.56  -0.84  0.08
H  3.53  0.74  -2.09  0.08
C  3.46  1.37  -0.03  -0.14
H  3.29  2.42  -0.29  0.08
H  3.79  1.13  0.99  0.08
C  -6.00  -1.48  1.04  0.00
C  -4.55  -1.12  0.81  -0.20
C  -4.09  -0.86  -0.49  0.06
C  -2.73  -0.53  -0.68  -0.04
N  -1.87  -0.44  0.33  0.19
C  -2.30  -0.69  1.57  -0.04
C  -3.63  -1.04  1.86  0.06
H  -6.67  -0.67  0.71  0.11
H  -6.28  -2.39  0.48  0.11
H  -6.18  -1.67  2.11  0.10
H  -4.75  -0.91  -1.36  0.15
H  -2.34  -0.32  -1.67  0.14
H  -1.55  -0.61  2.36  0.14
H  -3.91  -1.22  2.90  0.15

=====

# 5
An isolated molecule of C5H8OS2 in a non-equilibrium geometry, computed with wB97M-V/def2-TZVPD.

HOMO ... -8.840 eV
SMILES ... S[C@H]1C[C@]12CSCO2
HOMO-LUMO gap ... 9.644 eV
LUMO ... 0.030 Eh

Last column: Löwdin charge in e.
Atoms and positions in Å:
C  0.98  -1.19  0.65  -0.55
C  -0.40  -0.99  1.23  -0.09
C  0.01  -0.21  0.01  -0.52
C  -0.67  -0.53  -1.33  -0.37
C  -0.46  1.98  -0.73  -0.47
H  2.21  0.71  1.55  -0.12
H  1.14  -2.13  0.21  0.08
H  -0.48  -0.44  2.15  0.11
H  -1.15  -1.80  1.14  0.12
H  -1.60  -1.11  -1.10  0.09
H  -0.06  -1.10  -2.03  0.07
H  0.17  2.84  -1.10  0.10
H  -1.33  2.37  -0.18  0.08
O  0.29  1.16  0.15  -0.14
S  2.47  -0.62  1.51  0.74
S  -1.11  1.05  -2.14  0.87

=====

# 6
A cluster of 2 separate species, C3H5NO3 in total in a non-equilibrium geometry, computed with wB97M-V/def2-TZVPD.

HOMO (spin up / spin down) ... -9.030 / -9.029 eV
HOMO-LUMO gap (spin up / spin down) ... 8.632 / 8.630 eV
LUMO (spin up / spin down) ... -0.015 / -0.015 Eh

Last column: Löwdin charge in e.
Atoms and positions in Å:
C  -0.65  0.03  -0.42  -0.32
C  -1.62  0.67  0.45  0.00
C  0.84  -0.11  -0.17  -0.04
N  -3.69  -0.14  0.13  -0.31
O  -3.61  -1.10  -0.59  0.02
O  -4.61  0.39  0.60  0.07
O  -1.14  1.34  -0.64  0.03
H  -1.10  -0.79  -1.19  0.18
H  -1.56  1.16  1.37  0.11
H  1.22  -1.04  0.14  0.05
H  1.08  0.42  0.72  0.06
H  1.45  0.14  -1.15  0.13

=====

| no. | M (g mol⁻¹) |
| --- | --- |
| 1 | 705.8 |
| 2 | 120.5 |
| 3 | 454.5 |
| 4 | 339.6 |
| 5 | 148.3 |
| 6 | 103.1 |